Entry 1:
Formula: C3H8N2O2
Source: OMol25
Level of theory: ωB97M-V/def2-TZVPD

Calculated values
LUMO energy ... 0.5 eV
Orbital gap ... 9.8 eV
ΔE to the lowest compared entry with this formula, charge and spin ... 291.67 kJ/mol
Energy ... -10313.929 eV

Element x y z (Å)
N -0.0124 -1.8210 -1.1898
C -0.5349 -0.4784 -1.1262
O -0.4714 0.2466 -2.0940
N -0.9440 -0.2282 0.1703
C -0.5584 0.9141 0.9877
C 0.9376 1.2993 0.8040
O 1.5218 0.5548 -0.2836
H 0.0605 -2.1487 -2.1475
H -0.5668 -2.4930 -0.6635
H -1.0991 -1.0617 0.7080
H -0.6984 0.5884 2.0233
H -1.2542 1.7366 0.8014
H 1.4879 1.1413 1.7531
H 0.9310 2.4259 0.7360
H 1.2008 -0.6762 -0.4790



Entry 2:
Formula: C3H8N2O2
Source: OMol25
Level of theory: ωB97M-V/def2-TZVPD

Calculated values
LUMO energy ... 0.4 eV
Orbital gap ... 9.3 eV
ΔE to the lowest compared entry with this formula, charge and spin ... 263.42 kJ/mol
Energy ... -10314.222 eV

Element x y z (Å)
N -1.3307 -1.4416 0.2594
C 0.1041 -1.1108 -0.2716
O 0.9431 -1.9661 -0.1796
N 0.0600 -0.0436 -1.1892
C 0.9922 0.9795 -0.6986
C 0.5346 1.2915 0.7539
O 0.0584 0.1130 1.2930
H -1.2847 -2.3435 0.7319
H -2.0864 -1.4293 -0.4239
H -1.2397 -0.5996 0.9653
H -0.8660 0.3769 -1.2071
H 0.9747 1.8443 -1.3685
H 1.9943 0.5429 -0.7126
H -0.2356 2.0884 0.7166
H 1.3816 1.6979 1.3310



Entry 3:
Formula: C3H8N2O2
Source: OMol25
Level of theory: ωB97M-V/def2-TZVPD

Calculated values
LUMO energy ... 0.8 eV
Orbital gap ... 10.1 eV
ΔE to the lowest compared entry with this formula, charge and spin ... 337.30 kJ/mol
Energy ... -10313.456 eV

Element x y z (Å)
N 2.1438 -0.0582 -1.0263
C 0.9020 -0.1202 -1.7352
C -0.0806 1.0130 -1.6448
N -0.3657 -0.1692 -0.8294
C -1.3513 -0.4676 0.1177
O -2.1122 0.3263 0.6311
H 2.3494 -1.0599 -0.7168
H 1.9512 0.3140 -0.1709
H 1.0088 -0.7834 -2.5858
H 0.1826 1.7869 -1.0284
H -0.6927 1.1910 -2.5338
H -1.3913 -1.4523 0.4499
O -0.5017 -0.4382 3.5540
H -0.6311 0.5225 3.7167
H -1.4111 -0.6047 3.8020



Entry 4:
Formula: C3H8N2O2
Source: OMol25
Level of theory: ωB97M-V/def2-TZVPD

Calculated values
LUMO energy (alpha / beta) ... -0.4 / -0.8 eV
Orbital gap (alpha / beta) ... 9.9 / 8.3 eV
ΔE to the lowest compared entry with this formula, charge and spin ... 654.73 kJ/mol
Energy ... -10310.166 eV

Element x y z (Å)
C 0.6540 0.7984 1.0452
C 1.3477 -0.4415 -1.0425
C 0.2939 -0.2788 0.0450
O -0.0207 -1.5167 0.7102
H 1.0608 -1.2367 -1.7268
H 1.4891 0.4884 -1.5978
H 0.8089 1.7636 0.5601
H -0.1020 0.9013 1.8212
H 1.5862 0.4977 1.5267
H 2.2895 -0.7176 -0.5687
N -2.0536 0.5886 0.0454
N -1.0673 -0.1488 -0.6037
O -1.2492 -1.3900 -0.8273
H -2.1027 0.3064 1.0264
H -2.9347 0.3857 -0.4134



Entry 5:
Formula: C3H8N2O2
Source: OMol25
Level of theory: ωB97M-V/def2-TZVPD

Calculated values
LUMO energy ... 0.9 eV
Orbital gap ... 10.3 eV
ΔE to the lowest compared entry with this formula, charge and spin ... 168.20 kJ/mol
Energy ... -10315.209 eV

Element x y z (Å)
N -1.9249 0.7847 -0.3886
C -0.6589 0.2458 -0.6567
O -0.5390 0.1078 -2.0133
N 0.3375 0.9818 0.0265
C 1.3971 0.1461 0.5382
C 0.7020 -1.1753 0.8151
O -0.1529 -1.2971 -0.2949
H -2.6720 0.6236 -1.0490
H -2.2183 0.9118 0.5668
H 0.1721 -0.5527 -2.0199
H 0.0039 1.7247 0.6185
H 1.8588 0.6072 1.4103
H 2.1582 -0.0047 -0.2412
H 0.0933 -1.1223 1.7277
H 1.4429 -1.9815 0.9605



Entry 6:
Formula: C3H8N2O2
Source: OMol25
Level of theory: ωB97M-V/def2-TZVPD

Calculated values
LUMO energy ... 0.7 eV
Orbital gap ... 10.2 eV
ΔE to the lowest compared entry with this formula, charge and spin ... 205.25 kJ/mol
Energy ... -10314.825 eV

Element x y z (Å)
N -1.1390 -1.9274 0.3694
C 0.1584 -1.7709 0.6408
O 0.7466 -2.6932 1.1646
N 0.6923 -0.4060 0.7692
C 0.7603 0.5211 -0.5100
C 0.1666 2.0004 -0.5510
O -1.2017 1.9318 -0.3833
H -1.6595 -1.3479 -0.2091
H -1.6062 -2.7958 0.5417
H 1.4835 -0.3962 1.4015
H 0.2423 0.1589 -1.5380
H 1.7753 0.5886 -0.6697
H 0.6089 2.5383 0.3138
H 0.4042 2.4016 -1.4936
H -1.4320 1.1967 0.1538



Entry 7:
Formula: C3H8N2O2
Source: OMol25
Level of theory: ωB97M-V/def2-TZVPD

Calculated values
LUMO energy (alpha / beta) ... 0.3 / -2.9 eV
Multiplicity ... 3
Orbital gap (alpha / beta) ... 6.2 / 6.8 eV
ΔE to the lowest compared entry with this formula, charge and spin ... 274.27 kJ/mol
Energy ... -10309.245 eV

Element x y z (Å)
C -0.3986 0.0272 -2.0985
C -0.0123 1.4504 1.5741
C -0.3643 -1.8314 -0.6018
N -0.2715 2.4238 2.2670
N -0.9237 -1.0348 -1.6678
O 0.7491 1.3530 0.4560
O 0.8395 -1.2145 0.0607
H -0.8016 0.4720 -3.0091
H 0.3512 0.6260 -1.6749
H -0.3123 0.3941 1.8909
H -0.0152 -2.7353 -1.0232
H -1.0556 -2.0896 0.3332
H 0.1899 3.3441 2.2144
H 1.0011 0.3808 0.3290
H 1.0246 -1.5659 0.9500



Entry 8:
Formula: C3H8N2O2S
Source: OMol25
Level of theory: ωB97M-V/def2-TZVPD

Calculated values
LUMO energy ... 0.7 eV
Orbital gap ... 10.3 eV
ΔE to the lowest compared entry with this formula, charge and spin ... 236.89 kJ/mol
Energy ... -21148.391 eV

Element x y z (Å)
C 0.6549 1.1078 0.2038
C -0.1153 -1.1789 0.5332
C 2.3973 0.1747 -1.1689
N -0.2395 0.0271 -0.1709
N 2.0515 1.0120 -0.2843
O -2.5437 -0.7764 -0.8465
O -2.5730 0.6903 0.9897
S -1.9420 0.4725 -0.4923
H 0.4299 2.0252 -0.2805
H 0.5743 1.1433 1.2842
H -0.8382 -1.8975 0.3727
H 0.7186 -1.6848 0.1129
H -0.1909 -1.0453 1.5641
H 1.6049 -0.4922 -1.4229
H 3.2949 0.4029 -1.5888
H -3.2836 0.0193 1.1944